Here is a molecular structure, C31H57N2O2P2PtS in a non-equilibrium geometry from the OMol25 dataset. Energies are from wB97M-V/def2-TZVPD.

```
96
C31H57N2O2P2PtS wB97M-V/def2-TZVPD
H -0.694 0.630 -3.578
H -1.274 0.566 4.029
C -3.708 -0.996 -3.227
H -0.792 2.113 -1.874
C 1.174 -2.261 3.445
C -2.554 -0.609 -2.372
H 5.465 -1.662 1.468
H -3.579 -1.140 3.664
H -4.574 -2.085 2.543
C -5.016 -0.671 -2.502
H 1.990 3.708 0.393
C 2.641 1.198 -4.078
H 1.501 -2.857 4.313
C 1.564 -0.872 -3.236
H 4.366 1.015 -2.049
C -2.723 -1.462 1.669
H -3.332 0.622 1.858
P -0.915 -1.035 2.090
C -0.737 -3.764 2.967
C -0.998 0.500 2.978
H -0.605 -1.039 5.128
H 0.070 2.163 -4.039
C 1.007 -1.821 -0.084
H 5.454 0.231 3.980
C -0.831 1.705 2.291
H 3.703 -2.032 1.316
H 2.112 3.973 -2.306
H 3.708 3.375 0.664
H 6.392 0.640 2.499
H -4.417 -2.834 -4.155
H 4.097 0.645 -0.322
H -5.098 -1.243 -1.568
H -3.204 -2.863 3.322
H -2.004 -2.095 4.826
H -4.464 -0.423 -5.188
H -4.465 -0.409 0.963
C -0.973 3.904 0.595
H 3.622 0.945 -3.673
C -0.357 -2.322 3.364
H -3.625 0.880 -4.309
S 4.101 0.209 2.027
H 2.498 2.164 1.117
Pt 0.343 -0.170 0.308
H 3.675 4.277 -1.539
H -1.067 4.704 -0.126
H 2.591 0.724 -5.071
H -1.444 3.047 3.859
O 1.405 -2.889 -0.297
C -1.324 4.052 1.938
N -0.366 1.641 0.981
N -1.591 -0.303 -1.784
H -2.686 -0.449 -5.059
H -2.400 -2.143 -0.376
P 1.387 1.208 -1.388
C -1.194 2.985 2.801
H 0.278 0.716 -5.041
H 2.409 -1.224 -2.632
C 0.047 2.489 -1.275
H 1.637 -2.688 2.550
H -0.330 -4.436 3.741
H 1.723 -1.223 -4.266
H -2.647 -2.723 -3.997
H -5.878 -0.929 -3.132
C -0.914 -2.025 4.767
C 3.062 3.503 -2.027
C 1.469 0.660 -3.244
H -0.506 -2.778 5.461
C 2.750 2.921 0.366
O 2.855 0.353 2.835
H 5.034 2.080 -0.798
H 5.299 1.878 3.225
C 0.205 1.076 -4.004
H -3.723 -2.965 0.493
H 0.641 -1.320 -2.857
C 4.169 1.453 -1.065
C 4.475 -1.542 1.927
H -5.068 0.403 -2.274
H -2.039 -3.386 0.842
H -2.959 0.131 0.185
C 5.457 0.803 3.046
H -1.686 5.012 2.290
C -3.615 -0.197 -4.530
H 1.557 -1.241 3.571
C -0.425 2.697 0.160
C -3.602 -2.497 -3.502
H 0.356 3.448 -1.709
C 2.903 2.323 -1.041
C -3.543 -1.917 2.889
H 3.597 3.220 -2.939
H -1.816 -3.937 2.926
C -2.708 -2.557 0.589
H -3.657 -3.064 -2.562
C -3.399 -0.195 1.131
H 2.574 2.276 -4.256
H -0.285 -4.044 2.006
H 4.450 -1.927 2.953
```

Calculated values
<S²>: 2.028
electronic energy: -72800.6443 eV
total charge: +1
multiplicity: 3

Here are the Mulliken charges for atoms 1 to 8, given in e: atom 1 (H): 0.051, atom 2 (H): 0.382, atom 3 (C): 1.872, atom 4 (H): 0.636, atom 5 (C): -1.841, atom 6 (C): -0.136, atom 7 (H): 0.470, atom 8 (H): 0.334